C11H10Cl3NO2Si | ωB97M-V/def2-TZVPD

XYZ file:
```
28
C11H10Cl3NO2Si (ωB97M-V/def2-TZVPD)
O -1.82 -0.53 -0.54
C -1.06 0.07 0.19
C -0.99 0.01 1.69
C -1.65 -0.80 2.60
C -1.37 -0.62 3.93
C -0.53 0.39 4.38
C 0.11 1.22 3.47
C -0.09 0.98 2.12
C 0.45 1.67 0.92
O 1.29 2.53 0.87
N -0.12 1.04 -0.18
C 0.04 1.43 -1.57
C 0.08 0.24 -2.55
C 1.17 -0.79 -2.24
Si 1.36 -1.94 -3.69
Cl 0.55 -3.80 -3.19
Cl 0.28 -1.21 -5.39
Cl 3.42 -2.23 -4.11
H -2.27 -1.62 2.20
H -1.76 -1.30 4.66
H -0.32 0.49 5.42
H 0.79 2.04 3.78
H -0.81 2.05 -1.78
H 0.96 2.01 -1.63
H -0.86 -0.32 -2.50
H 0.14 0.61 -3.56
H 0.90 -1.32 -1.31
H 2.12 -0.30 -1.99
```

Computed properties:
- Kohn-Sham gap (eV) = 9.532
- 2S+1 = 1
- total energy (a.u.) = -2300.6871
- maximum force (eV/A) = 2.1


C22H58N3O14V | ωB97M-V/def2-TZVPD

XYZ file:
```
98
C22H58N3O14V (ωB97M-V/def2-TZVPD)
V -3.99 -0.61 2.84
N -6.02 1.89 1.94
O -5.04 1.17 2.32
O -5.82 2.86 1.20
O -7.11 1.48 2.22
N -1.66 0.30 0.64
O -0.79 1.03 1.11
O -1.62 -0.07 -0.53
O -2.56 -0.13 1.40
C -1.00 -3.48 4.30
C -2.37 -3.62 3.63
O -3.02 -2.44 3.22
H -1.02 -2.72 5.08
H -0.29 -2.95 3.66
H -0.65 -4.45 4.63
H -3.07 -4.17 4.27
H -2.25 -4.32 2.80
C 0.00 2.14 -2.42
C 1.41 1.78 -2.90
C 2.23 3.13 -3.19
C 3.77 3.11 -3.00
C 4.17 2.28 -1.81
C 3.57 0.87 -1.75
N 2.06 0.96 -1.82
O 1.32 -0.20 -1.50
C 4.30 -0.09 -2.74
C 3.90 0.38 -0.32
C 1.27 0.99 -4.20
H -0.70 1.31 -2.51
H -0.41 3.01 -2.93
H -0.02 2.43 -1.38
H 2.07 3.33 -4.25
H 1.81 3.99 -2.65
H 4.31 4.05 -3.05
H 4.17 2.64 -3.90
H 4.00 2.85 -0.89
H 5.25 2.19 -1.94
H 4.07 0.03 -3.80
H 5.38 -0.05 -2.58
H 4.09 -1.13 -2.51
H 3.46 0.98 0.48
H 3.63 -0.67 -0.26
H 4.99 0.34 -0.25
H 2.17 1.11 -4.80
H 0.37 1.23 -4.77
H 1.18 -0.06 -3.93
H 0.64 0.16 -0.93
C -1.49 -3.50 -3.77
C -1.06 -2.02 -3.46
O -2.17 -1.35 -3.02
H -2.33 -3.52 -4.47
H -1.69 -4.11 -2.88
H -0.67 -3.94 -4.34
H -0.55 -1.53 -4.29
H -0.27 -2.00 -2.72
H -1.92 -0.94 -2.19
C 2.02 -0.90 2.86
C 1.94 0.50 3.46
O 1.44 0.53 4.75
H 1.04 -1.35 2.71
H 2.64 -1.52 3.50
H 2.48 -0.86 1.87
H 1.39 1.18 2.80
H 2.95 0.90 3.42
H 1.39 1.48 4.85
C 0.39 -3.56 -0.07
C 1.92 -3.38 -0.19
O 2.12 -2.84 -1.45
H -0.08 -2.58 -0.20
H -0.03 -3.88 0.89
H 0.00 -4.29 -0.78
H 2.53 -4.24 0.10
H 2.13 -2.62 0.56
H 1.90 -1.90 -1.44
C 0.76 4.02 0.74
C 0.99 5.55 0.47
O 0.84 5.80 -0.88
H 1.39 3.48 0.04
H -0.31 3.80 0.64
H 1.02 3.75 1.76
H 2.00 5.80 0.78
H 0.28 6.12 1.07
H -0.11 5.75 -1.06
C -4.01 -2.47 -0.51
C -4.98 -1.44 -0.04
O -5.17 -1.52 1.36
H -3.82 -2.45 -1.58
H -4.42 -3.43 -0.20
H -3.02 -2.40 -0.06
H -5.90 -1.59 -0.61
H -4.68 -0.43 -0.33
H -5.80 -2.23 1.44
C -1.55 0.51 4.58
O -2.93 0.41 4.45
H -1.22 1.55 4.55
H -1.29 0.06 5.54
H -0.98 -0.04 3.83
H -3.28 0.80 5.26
```

Computed properties:
- Kohn-Sham gap (alpha / beta) (eV) = 4.737 / 6.526
- <S²> = 2.2059
- 2S+1 = 3
- total energy (a.u.) = -3034.2468
- maximum force (eV/A) = 3.7


BrFH2NPS | ωB97M-V/def2-TZVPD

XYZ file:
```
7
BrFH2NPS (ωB97M-V/def2-TZVPD)
N 1.75 -0.54 -1.06
F -1.42 -0.01 2.26
P -2.27 0.16 0.88
S 0.50 0.36 -0.31
Br -2.09 2.33 0.52
H 1.46 -1.03 -1.94
H 2.08 -1.27 -0.35
```

Computed properties:
- Kohn-Sham gap (alpha / beta) (eV) = 7.122 / 7.768
- 2S+1 = 1
- total energy (a.u.) = -3469.3477
- maximum force (eV/A) = 2.5


C9H17BrNO2 | ωB97M-V/def2-TZVPD

XYZ file:
```
30
C9H17BrNO2 (ωB97M-V/def2-TZVPD)
O -0.99 -0.37 -0.79
C -0.56 -0.09 -1.83
Br -1.76 -0.10 -3.37
C 0.86 0.30 -2.10
C 1.81 -0.68 -1.46
C 1.63 -2.20 -1.72
C 1.18 -2.83 -0.37
N 1.24 -1.65 0.59
C 2.08 -0.54 0.04
H 1.03 0.40 -3.15
H 1.03 1.28 -1.66
H 2.76 -0.46 -1.93
H 2.63 -2.58 -1.86
H 0.99 -2.52 -2.53
H 0.13 -3.10 -0.43
H 1.85 -3.57 0.04
H 1.32 -1.86 1.59
H 0.28 -1.27 0.53
H 1.74 0.42 0.39
H 3.11 -0.79 0.25
C -2.41 2.64 3.19
C -1.68 2.48 1.88
O -0.60 2.99 1.69
C -2.35 1.66 0.81
H -1.81 3.25 3.87
H -3.37 3.13 3.03
H -2.58 1.67 3.65
H -3.32 2.10 0.54
H -2.51 0.64 1.16
H -1.72 1.65 -0.06
```

Computed properties:
- Kohn-Sham gap (eV) = 9.061
- net charge = +1
- 2S+1 = 1
- total energy (a.u.) = -3132.1350
- maximum force (eV/A) = 3.3


C23H16O6PPd | ωB97M-V/def2-TZVPD

XYZ file:
```
47
C23H16O6PPd (ωB97M-V/def2-TZVPD)
O -1.18 2.83 -5.45
C -0.80 2.23 -4.48
Pd -1.97 1.72 -2.97
C -1.58 2.68 -1.30
O -1.39 3.22 -0.31
C -0.65 0.15 -3.26
O -0.32 -0.96 -3.30
C 0.70 1.75 -4.33
O 1.54 2.58 -4.04
C -3.84 1.72 -3.54
O -4.94 1.64 -3.89
H 0.93 0.67 -4.61
O 0.06 0.61 -1.12
P 0.20 -0.13 0.19
C -1.29 -1.08 0.54
C -2.41 -0.42 1.08
C -3.60 -1.12 1.26
C -3.70 -2.46 0.87
C -2.59 -3.11 0.32
C -1.38 -2.43 0.16
C 1.65 -1.20 0.23
C 2.47 -1.29 -0.90
C 3.70 -1.94 -0.83
C 4.11 -2.52 0.38
C 3.28 -2.47 1.50
C 2.04 -1.82 1.42
C 0.44 0.99 1.58
C 0.04 0.67 2.89
C 0.37 1.53 3.94
C 1.09 2.70 3.69
C 1.49 3.01 2.39
C 1.17 2.16 1.33
H -2.33 0.62 1.39
H -4.46 -0.60 1.70
H -4.64 -2.99 0.99
H -2.66 -4.16 0.03
H -0.51 -2.93 -0.25
H 2.15 -0.83 -1.84
H 4.34 -2.00 -1.71
H 5.08 -3.01 0.44
H 3.59 -2.93 2.44
H 1.40 -1.79 2.30
H -0.53 -0.24 3.09
H 0.06 1.27 4.95
H 1.34 3.37 4.52
H 2.05 3.93 2.19
H 1.49 2.40 0.31
```

Computed properties:
- Kohn-Sham gap (alpha / beta) (eV) = 6.631 / 3.791
- <S²> = 6.0520
- net charge = +3
- 2S+1 = 5
- total energy (a.u.) = -1805.4085
- maximum force (eV/A) = 6.1


C20H18Cl4GaNO2S3 | ωB97M-V/def2-TZVPD

XYZ file:
```
49
C20H18Cl4GaNO2S3 (ωB97M-V/def2-TZVPD)
Ga -0.52 -0.10 0.62
Cl -4.91 -5.13 -0.49
C -3.92 -3.96 0.32
C -3.61 -4.07 1.70
Cl -4.59 -5.10 2.73
C -2.55 -3.33 2.22
Cl -2.05 -3.58 3.82
C -1.88 -2.32 1.47
O -1.04 -1.43 1.98
C -2.35 -2.08 0.16
O -1.82 -1.01 -0.43
C -3.37 -2.87 -0.42
Cl -3.78 -2.67 -2.10
C 1.66 -2.43 -2.65
C 0.45 -1.62 -2.32
S 0.65 0.10 -1.58
C 2.36 0.79 -1.39
C 2.71 1.06 0.06
S 1.93 -0.24 1.22
C 2.53 -2.01 1.09
C 3.07 -2.51 -0.25
S 2.04 -3.52 -1.29
H 2.54 -1.82 -2.99
H 1.38 -3.13 -3.50
H -0.25 -2.12 -1.68
H -0.13 -1.32 -3.23
H 2.25 1.76 -1.89
H 3.26 0.25 -1.86
H 2.37 2.03 0.50
H 3.82 0.94 0.15
H 1.63 -2.59 1.43
H 3.31 -2.11 1.86
H 3.92 -3.13 -0.08
H 3.52 -1.60 -0.71
C -1.26 1.58 1.39
C -0.79 2.88 0.85
C 0.26 3.60 1.45
C 0.57 4.86 0.98
C -0.14 5.47 -0.07
C -1.10 4.71 -0.78
C -1.47 3.44 -0.28
C 0.13 6.82 -0.36
N 0.17 7.97 -0.54
H -2.36 1.36 1.24
H -1.10 1.48 2.48
H 0.95 3.24 2.21
H 1.36 5.43 1.42
H -1.52 5.14 -1.68
H -2.32 2.92 -0.79
```

Computed properties:
- Kohn-Sham gap (eV) = 6.966
- 2S+1 = 1
- total energy (a.u.) = -5938.2565
- maximum force (eV/A) = 3.0